Entry 1:
104
Properties=species:S:1:pos:R:3:forces:R:3:lowdin_charge:R:1 method="wB97M-V/def2-TZVPD" homo_energy_ev=-4.8 homo_lumo_gap_ha=0.22434 e_lumo_ev=1.33 charge=-1 multiplicity=1
O -1.644 3.894 -0.365 -0.3 -0.3 -0.3 0.028
C -2.377 2.926 -0.565 0.5 0.2 -0.1 -0.413
C -3.055 2.636 -1.906 1.2 -0.1 0.9 -0.322
Nb -4.021 0.562 -2.219 -1.1 1.6 -0.4 0.976
S -6.223 1.605 -2.898 0.3 -0.4 -0.1 0.054
C -2.574 1.962 0.595 0.2 1.5 -1.7 -0.247
C -3.644 2.163 1.421 -0.4 0.6 -0.1 -0.075
C -3.855 1.286 2.447 -0.8 0.6 0.3 -0.096
C -2.990 0.242 2.600 -0.5 -1.3 1.6 -0.105
C -1.932 0.043 1.773 1.2 -0.5 -0.6 -0.077
C -1.703 0.924 0.744 0.4 -0.3 -0.1 -0.069
H -3.753 3.461 -2.081 -0.3 -0.2 0.0 0.025
H -2.272 2.746 -2.672 0.0 0.1 0.0 0.015
H -4.731 0.427 -0.540 -0.5 -0.6 0.0 -0.123
H -4.679 -1.122 -2.503 0.7 -0.1 0.2 -0.165
H -3.470 0.488 -3.982 -0.5 -0.3 -0.1 -0.138
H -2.476 -0.257 -1.735 -0.1 0.0 0.0 -0.131
H -6.970 1.605 -1.781 0.3 0.0 0.0 -0.332
H -4.287 3.011 1.222 -0.2 -0.1 0.1 0.120
H -4.705 1.421 3.102 0.0 -0.1 0.1 0.103
H -3.163 -0.449 3.419 0.0 -0.1 -0.1 0.103
H -1.253 -0.792 1.868 -0.1 -0.1 0.3 0.091
H -0.873 0.789 0.069 0.0 0.0 -0.1 0.097
O -7.609 -1.693 -1.361 -0.4 0.0 0.1 -0.097
H -7.823 -1.890 -2.277 0.2 0.0 -0.1 0.026
H -7.511 -0.734 -1.354 0.3 0.0 0.0 -0.014
O 1.207 -0.643 0.700 0.1 -0.2 -0.1 -0.067
H 1.257 0.104 1.315 -0.1 -0.1 0.0 0.011
H 1.950 -0.502 0.103 0.0 0.1 0.0 0.027
O -8.116 2.738 -0.345 -0.3 0.1 0.2 -0.076
H -8.935 3.172 -0.605 0.0 0.0 0.0 0.039
H -7.679 3.378 0.226 0.1 -0.1 0.0 0.054
O 0.041 1.915 -3.738 0.2 0.0 0.1 -0.051
H 0.073 2.635 -3.096 -0.1 0.0 0.0 0.024
H 0.757 2.096 -4.362 -0.2 -0.1 0.1 -0.001
O -1.936 5.791 -2.582 0.1 0.2 0.0 -0.089
H -2.573 5.210 -3.007 0.0 -0.1 0.0 0.009
H -1.743 5.336 -1.744 0.0 -0.2 0.0 -0.006
O 0.438 -3.308 2.418 0.1 0.1 0.2 -0.067
H 1.381 -3.416 2.243 0.0 0.0 -0.2 0.004
H 0.163 -2.635 1.783 0.1 0.0 -0.1 0.007
O 2.060 3.401 -5.303 0.2 0.4 -0.1 -0.038
H 3.003 3.421 -5.514 0.0 -0.2 0.0 0.087
H 1.772 4.318 -5.403 -0.1 0.0 0.0 0.085
O 2.212 1.755 -0.741 0.3 -0.3 0.4 -0.061
H 1.987 1.526 -1.649 -0.1 0.0 0.0 0.024
H 2.301 2.715 -0.760 -0.2 -0.2 -0.2 0.016
O 2.472 3.767 -2.445 0.2 0.6 -0.1 -0.050
H 2.248 3.538 -3.358 0.0 -0.1 -0.1 0.006
H 2.559 4.726 -2.452 -0.1 0.0 0.1 0.070
O 3.449 -4.203 1.030 -0.1 0.0 -0.3 -0.071
H 3.379 -5.161 1.155 0.1 0.0 0.4 0.014
H 3.199 -4.061 0.110 -0.1 0.1 0.0 0.038
O 1.213 0.407 3.314 0.1 0.0 0.2 -0.042
H 1.319 -0.500 3.626 -0.1 -0.1 -0.2 0.049
H 1.783 0.927 3.888 0.0 0.1 0.0 0.045
O 5.522 2.862 -2.721 -0.1 0.0 0.0 -0.069
H 5.960 2.208 -2.163 0.0 0.0 0.0 -0.006
H 4.716 3.081 -2.236 -0.1 0.0 -0.2 0.001
O 2.985 -6.256 2.894 0.0 -0.1 -0.4 -0.077
H 2.338 -5.562 3.061 -0.1 -0.1 0.2 0.012
H 3.536 -6.247 3.685 0.1 -0.1 -0.2 -0.005
O 1.860 -5.312 5.147 0.0 0.2 0.0 -0.062
H 1.110 -4.774 5.418 0.0 0.0 0.0 0.043
H 1.554 -6.215 5.283 0.0 0.0 0.1 0.039
O 6.218 1.134 -0.375 0.0 -0.2 0.1 -0.050
H 6.653 0.484 0.194 0.2 0.2 0.1 0.032
H 5.401 1.349 0.092 -0.1 -0.1 -0.1 0.059
O 0.376 2.027 -7.474 0.0 0.2 -0.1 -0.057
H -0.444 2.446 -7.752 -0.1 -0.1 0.0 0.036
H 0.821 2.694 -6.938 0.0 -0.2 0.1 -0.012
O -8.994 1.718 2.446 -0.1 -0.2 0.3 -0.078
H -9.025 0.759 2.511 0.2 0.0 0.0 0.041
H -9.263 1.902 1.536 0.2 0.0 -0.1 -0.011
O -10.897 3.101 1.256 -0.5 0.3 -0.2 -0.061
H -11.769 3.249 0.876 0.0 0.0 0.0 0.046
H -11.046 3.025 2.205 0.2 -0.1 0.0 0.044
O -3.470 -1.180 -5.978 0.0 -0.3 -0.4 -0.107
H -2.527 -1.247 -6.154 0.0 0.1 0.1 0.024
H -3.775 -0.478 -6.560 0.0 0.1 0.1 0.018
O 5.005 -7.135 4.828 0.0 0.0 0.3 -0.040
H 5.290 -8.048 4.923 0.0 0.0 -0.1 0.047
H 4.693 -6.887 5.705 0.0 0.1 0.0 0.046
O 0.560 -6.315 7.550 -0.2 -0.2 0.0 -0.057
H -0.087 -5.617 7.709 0.1 0.0 0.1 0.017
H 1.105 -6.306 8.340 0.0 0.0 0.0 0.033
O 8.622 0.895 1.587 -0.1 0.2 0.0 -0.063
H 9.578 0.890 1.455 0.0 -0.3 -0.1 0.027
H 8.374 1.821 1.498 -0.1 0.0 0.0 0.039
O 6.823 -1.686 -2.002 0.1 0.1 0.0 -0.047
H 5.945 -2.082 -1.978 0.0 0.0 0.0 0.053
H 6.733 -0.882 -1.481 -0.2 0.1 0.0 0.000
O -0.134 -3.949 9.273 0.0 0.1 0.1 -0.045
H -0.785 -3.257 9.423 0.0 0.0 -0.1 0.047
H 0.411 -3.938 10.066 0.0 0.0 0.0 0.043
O 5.818 -0.451 -4.826 0.0 0.1 0.1 -0.062
H 5.168 0.244 -4.679 0.0 0.0 0.0 0.024
H 6.313 -0.490 -3.998 0.0 -0.2 0.0 0.001
O 10.483 -0.571 -0.316 0.0 0.0 0.0 -0.054
H 10.513 -1.524 -0.187 0.0 0.0 0.0 0.044
H 9.618 -0.415 -0.709 0.0 0.0 0.0 0.028
O 0.333 -1.250 -2.229 0.3 0.2 0.0 -0.085
H 0.432 -0.852 -1.355 -0.2 -0.1 0.1 -0.020
H -0.296 -0.668 -2.676 -0.1 -0.1 0.0 -0.003

---

Entry 2:
23
Properties=species:S:1:pos:R:3:forces:R:3:lowdin_charge:R:1 method="wB97M-V/def2-TZVPD" homo_energy_ev=-9.1 homo_lumo_gap_ha=0.26481 e_lumo_ev=-1.85 multiplicity=1 de_lowest_ev=0.000
Ag -0.358 0.173 -1.198 0.0 0.0 0.0 0.760
N -0.684 -0.176 1.895 -0.1 0.0 0.0 0.143
C -0.653 -1.418 1.360 0.0 0.0 0.0 -0.391
C -0.712 -2.555 2.187 0.0 0.0 0.0 -0.013
C -0.673 -3.799 1.617 0.0 0.0 0.0 -0.056
C -0.579 -3.925 0.228 0.0 0.0 0.0 -0.070
C -0.527 -2.776 -0.514 0.0 0.0 0.0 -0.139
N -0.565 -1.540 0.026 0.0 0.0 0.1 -0.049
H -0.729 -0.053 2.889 0.0 0.0 0.0 0.109
H -0.615 0.646 1.318 0.0 0.0 0.0 0.064
H -0.782 -2.428 3.258 0.0 0.0 0.0 0.115
H -0.715 -4.680 2.245 0.0 0.0 0.0 0.115
H -0.545 -4.889 -0.256 0.0 0.0 0.0 0.106
H -0.452 -2.813 -1.592 0.0 0.0 0.0 0.107
O -0.025 1.952 -2.186 0.0 0.0 -0.1 -0.395
N -0.161 2.954 -1.352 0.0 0.0 0.0 -0.077
C 0.049 4.125 -1.870 0.0 0.0 0.0 -0.329
C 0.407 4.315 -3.248 0.0 0.0 0.0 -0.179
N 0.691 4.470 -4.350 0.0 0.0 0.0 0.167
C -0.082 5.261 -1.007 0.0 0.0 0.0 -0.188
N -0.187 6.179 -0.323 0.0 0.0 0.0 0.150
I 2.785 0.753 -0.143 0.0 0.1 -0.1 0.021
I 5.112 0.224 1.016 0.0 0.0 0.0 0.029

---

Entry 3:
16
Properties=species:S:1:pos:R:3:forces:R:3:lowdin_charge:R:1 method="wB97M-V/def2-TZVPD" homo_energy_ev=-9.3 homo_lumo_gap_ha=0.33921 e_lumo_ev=-0.09 multiplicity=1 de_lowest_ev=0.205
C -2.159 -0.115 0.410 1.4 0.3 0.6 -0.067
C -1.763 -1.149 -0.382 -0.1 -1.0 -0.6 -0.078
C -1.219 0.737 0.919 1.7 0.1 -1.1 -0.012
C -0.486 -1.398 -0.829 0.5 1.6 0.3 -0.009
C 0.058 0.646 0.393 -0.2 -1.2 -1.5 -0.194
C 0.395 -0.379 -0.538 0.3 0.9 0.8 -0.219
C 1.458 1.164 0.400 -1.6 0.4 -1.4 -0.712
C 1.830 0.091 -0.633 0.7 -0.4 0.4 -0.597
Br 1.663 3.008 -0.139 0.2 -0.1 0.1 0.705
I 3.296 -1.430 0.083 -0.6 0.7 -0.3 0.711
H -3.063 0.105 0.869 -2.2 -0.7 0.0 0.093
H -2.408 -1.896 -0.698 -1.8 -1.1 -0.3 0.088
H -1.557 1.375 1.660 -0.1 1.6 1.3 0.095
H -0.284 -2.288 -1.357 0.4 -0.7 -0.7 0.105
H 1.881 0.963 1.292 1.9 0.1 3.1 0.036
H 2.358 0.567 -1.450 -0.5 -0.6 -0.7 0.056

---

Entry 4:
23
Properties=species:S:1:pos:R:3:forces:R:3:lowdin_charge:R:1 method="wB97M-V/def2-TZVPD" homo_energy_ev="-23.4 / -25.1" homo_lumo_gap_ha="0.31234 / 0.21482" e_lumo_ev="-14.88 / -19.22" charge=+4 multiplicity=10 de_lowest_ev=1.027
Co 2.976 1.243 -3.234 -3.4 0.5 2.5 0.511
Ru 0.310 0.630 -0.506 3.5 -7.9 -5.4 1.154
Cl 2.312 0.020 -1.348 1.8 -1.6 0.8 0.237
Cl 0.682 2.072 -2.393 -0.7 0.7 -0.9 0.229
C -0.409 1.989 0.292 -6.6 13.6 7.8 -0.360
C 4.592 0.434 -3.662 8.5 -5.2 -1.0 -0.030
C 3.653 1.988 -4.797 3.8 4.3 -8.6 0.009
O -1.032 2.883 0.740 2.8 -4.3 -2.3 0.277
O 5.606 -0.034 -3.968 -4.9 2.4 1.4 0.338
O 4.309 2.278 -5.722 -3.8 -1.6 5.2 0.319
N -3.044 0.391 0.636 1.8 -1.6 1.1 0.335
C -2.231 -0.500 1.257 -1.2 1.7 -1.2 -0.244
C -2.752 -1.272 2.319 -0.6 -0.8 0.7 0.148
C -1.905 -2.180 2.945 0.6 -0.1 0.4 0.102
C -0.534 -2.107 2.671 -0.3 -0.7 0.6 0.101
C -0.071 -1.203 1.724 0.0 0.6 -0.6 -0.030
N -0.902 -0.547 0.905 -0.5 0.5 0.3 -0.040
H -2.683 1.128 0.063 -0.1 0.2 -0.6 0.110
H -4.004 0.473 0.902 -0.9 0.0 0.2 0.171
H -3.798 -1.156 2.659 0.5 -0.1 -0.4 0.184
H -2.250 -2.871 3.719 -0.1 0.2 -0.2 0.175
H 0.196 -2.732 3.173 -0.1 0.0 0.2 0.166
H 0.982 -0.924 1.626 0.0 -0.6 0.1 0.136

---

| no. | strongest force on any atom (eV/Å) | electronic energy (hartree) |
| --- | --- | --- |
| 1 | 2.3 | -2906.11322 |
| 2 | 0.1 | -1399.77504 |
| 3 | 3.6 | -3180.08943 |
| 4 | 17.0 | -3039.69889 |